{"formula": "C26H30BBrCl2N8O5W", "method": "the ωB97M-V functional and the def2-TZVPD basis", "symbols": ["W", "C", "N", "C", "C", "O", "C", "O", "C", "C", "O", "N", "C", "C", "H", "H", "H", "H", "H", "H", "H", "H", "H", "H", "H", "H", "H", "H", "H", "H", "Br", "C", "C", "C", "C", "C", "N", "C", "O", "O", "H", "H", "H", "B", "N", "C", "C", "C", "N", "N", "C", "C", "C", "N", "H", "H", "H", "H", "H", "H", "H", "H", "Cl", "C", "C", "C", "C", "C", "Cl", "C", "N", "H", "H", "H"], "xyz": [[-0.275, -0.722, -0.582], [-2.362, 3.793, -3.242], [-1.758, 2.516, -2.911], [-1.935, 1.457, -3.903], [-1.442, 2.164, -1.647], [-1.090, 1.016, -1.397], [-1.472, 3.220, -0.554], [-1.484, 2.602, 0.696], [-0.575, 3.106, 1.637], [0.881, 2.850, 1.229], [1.122, 2.179, 0.243], [1.848, 3.414, 1.996], [3.242, 3.227, 1.634], [1.614, 4.056, 3.270], [-2.115, 4.033, -4.275], [-1.967, 4.593, -2.621], [-3.451, 3.764, -3.143], [-1.672, 1.847, -4.885], [-2.976, 1.120, -3.919], [-1.291, 0.614, -3.674], [-2.361, 3.849, -0.669], [-0.587, 3.851, -0.697], [-0.797, 2.585, 2.570], [-0.735, 4.180, 1.798], [3.292, 2.779, 0.646], [3.742, 2.566, 2.345], [3.750, 4.194, 1.631], [0.554, 4.146, 3.487], [2.050, 5.058, 3.277], [2.074, 3.481, 4.078], [-3.636, 0.259, 0.691], [-3.397, -1.433, -0.081], [-4.456, -2.338, -0.021], [-4.358, -3.527, -0.713], [-3.243, -3.751, -1.518], [-2.243, -2.811, -1.503], [-2.269, -1.709, -0.724], [-1.083, -2.837, -2.496], [-0.974, -3.745, -3.284], [-0.394, -1.743, -2.440], [-5.338, -2.073, 0.542], [-5.160, -4.252, -0.669], [-3.129, -4.612, -2.160], [2.938, -2.450, -1.259], [2.623, -1.005, -1.790], [3.471, -0.417, -2.631], [2.988, 0.837, -2.974], [1.797, 0.933, -2.276], [1.582, -0.176, -1.558], [1.743, -3.192, -0.582], [1.834, -4.483, -0.245], [0.724, -4.836, 0.502], [-0.024, -3.667, 0.565], [0.601, -2.685, -0.095], [3.271, -3.109, -2.211], [3.830, -2.355, -0.448], [4.371, -0.932, -2.922], [3.433, 1.558, -3.636], [1.093, 1.743, -2.233], [2.696, -5.052, -0.549], [0.495, -5.796, 0.929], [-0.965, -3.469, 1.054], [-2.324, -1.829, 3.058], [-0.677, -1.416, 3.442], [-0.242, -1.692, 4.725], [1.082, -1.467, 5.065], [1.960, -1.004, 4.100], [1.508, -0.729, 2.820], [2.671, -0.228, 1.643], [0.156, -0.879, 2.444], [-0.270, -0.539, 1.192], [-0.947, -2.093, 5.440], [1.432, -1.676, 6.066], [3.010, -0.863, 4.319]], "mulliken_charge": [1.495, -1.061, 0.165, -0.969, 0.161, -0.260, -1.211, -0.180, -1.387, 0.934, -0.465, 0.187, -1.062, -1.050, 0.312, 0.406, 0.318, 0.383, 0.305, 0.183, 0.562, 0.521, 0.472, 0.476, 0.221, 0.322, 0.363, 0.379, 0.315, 0.328, 0.030, -0.110, -0.702, -0.576, -0.750, 0.440, 0.493, 0.284, -0.736, -0.705, 0.476, 0.438, 0.565, 0.211, -0.014, -0.289, -1.549, -0.412, 0.407, -0.156, -0.352, -1.280, -0.124, 0.467, -0.192, -0.130, 0.428, 0.457, 0.586, 0.423, 0.437, 0.406, -0.182, 0.487, -0.589, -0.433, -0.868, 1.407, -0.181, -1.232, 0.633, 0.447, 0.392, 0.481], "homo_ev": [-6.244, -6.245], "lumo_energy_ev": [0.11, 0.11], "e_tot_ha": -5409.48211, "orbital_gap_ev": [6.36, 6.36], "e_above_lowest_kcal_mol": 6.6}